Entry 1:
{
  "formula": "C5H15N2",
  "method": "the ωB97M-V functional and the def2-TZVPD basis",
  "species": ["C", "C", "C", "C", "C", "N", "N", "H", "H", "H", "H", "H", "H", "H", "H", "H", "H", "H", "H", "H", "H", "H"],
  "coordinates": [[-2.12, -1.06, 0.41], [-0.86, -0.79, -0.21], [0.36, -1.25, 0.43], [1.18, -0.02, 1.03], [1.80, 0.85, -0.05], [2.96, 0.18, -0.60], [-2.44, 1.65, -0.77], [-2.99, -0.52, 0.02], [-2.32, -2.10, 0.11], [-2.22, -1.10, 1.49], [-0.77, -1.03, -1.28], [0.16, -1.92, 1.27], [1.04, -1.74, -0.26], [0.46, 0.58, 1.60], [1.92, -0.43, 1.70], [2.17, 1.75, 0.46], [1.14, 1.15, -0.86], [3.09, 0.29, -1.60], [3.83, 0.30, -0.10], [-2.21, 2.63, -0.63], [-2.47, 1.51, -1.78], [-1.71, 1.08, -0.36]],
  "nbo_charge": [-0.76, 0.33, -0.55, -0.34, -0.24, -0.86, -1.01, 0.31, 0.35, 0.27, 0.24, 0.28, 0.28, 0.21, 0.25, 0.21, 0.19, 0.38, 0.38, 0.39, 0.38, 0.32],
  "de_lowest_kj_mol": 368.7,
  "e_tot_ha": -308.65223,
  "max_force_ev_per_a": 4.87,
  "homo_lumo_gap_ev": 5.8,
  "charge": 1
}



Entry 2:
{
  "formula": "C45H84N5O7P",
  "method": "the ωB97M-V functional and the def2-TZVPD basis",
  "species": ["C", "C", "O", "C", "C", "C", "C", "O", "C", "C", "P", "N", "C", "O", "H", "H", "H", "H", "H", "H", "H", "H", "H", "H", "H", "H", "C", "C", "C", "C", "C", "C", "N", "O", "C", "C", "C", "H", "H", "H", "H", "H", "H", "H", "H", "H", "H", "H", "H", "H", "H", "H", "H", "H", "H", "C", "C", "C", "C", "C", "C", "N", "O", "C", "C", "C", "H", "H", "H", "H", "H", "H", "H", "H", "H", "H", "H", "H", "H", "H", "H", "H", "H", "H", "C", "C", "C", "C", "C", "C", "N", "O", "C", "C", "C", "H", "H", "H", "H", "H", "H", "H", "H", "H", "H", "H", "H", "H", "H", "H", "H", "H", "H", "C", "C", "C", "C", "C", "C", "N", "O", "C", "C", "C", "H", "H", "H", "H", "H", "H", "H", "H", "H", "H", "H", "H", "H", "H", "H", "H", "H", "H"],
  "coordinates": [[4.09, 2.30, 0.78], [3.44, 0.97, 0.11], [2.01, 1.26, -0.01], [4.02, 0.90, -1.38], [4.56, -0.52, -1.83], [4.20, -1.76, -1.28], [4.87, -3.06, -1.95], [5.26, -4.04, -1.30], [5.02, -2.96, -3.55], [5.39, -1.71, -4.11], [5.57, -1.39, -5.96], [4.17, -1.88, -6.63], [5.62, -0.53, -3.04], [6.56, 0.29, -3.11], [4.03, 3.15, 0.01], [5.20, 2.05, 0.93], [3.57, 2.60, 1.74], [3.63, 0.04, 0.73], [1.86, 2.00, -0.63], [3.24, 1.23, -2.16], [4.88, 1.64, -1.46], [3.46, -1.83, -0.43], [4.81, -3.84, -4.24], [6.67, -2.08, -6.56], [5.64, 0.04, -6.20], [4.36, -2.60, -7.34], [-2.09, -2.30, -4.67], [-0.74, -2.18, -3.91], [-0.50, -3.41, -3.01], [-1.35, -3.41, -1.74], [-1.15, -2.11, -0.97], [-1.42, -0.86, -1.83], [-0.70, -0.89, -3.15], [0.60, -0.60, -2.90], [-2.95, -0.74, -2.05], [-1.07, 0.40, -1.00], [0.32, -2.24, -5.05], [-2.47, -3.33, -4.64], [-2.87, -1.65, -4.31], [-1.98, -2.03, -5.73], [0.55, -3.45, -2.71], [-0.69, -4.33, -3.57], [-2.41, -3.56, -1.99], [-1.06, -4.26, -1.11], [-1.81, -2.11, -0.09], [-0.13, -2.09, -0.58], [-3.18, 0.05, -2.77], [-3.46, -0.47, -1.11], [-3.42, -1.67, -2.37], [-0.04, 0.39, -0.65], [-1.70, 0.47, -0.11], [-1.23, 1.31, -1.59], [0.25, -1.37, -5.71], [0.17, -3.14, -5.66], [1.34, -2.29, -4.67], [-6.61, 3.81, 2.61], [-6.30, 2.29, 2.43], [-6.64, 1.51, 3.72], [-5.62, 1.71, 4.84], [-4.22, 1.38, 4.34], [-3.84, 2.17, 3.07], [-4.88, 2.11, 2.00], [-4.79, 0.89, 1.42], [-3.56, 3.64, 3.48], [-2.46, 1.67, 2.58], [-7.33, 1.85, 1.35], [-7.24, 3.99, 3.48], [-5.73, 4.44, 2.71], [-7.13, 4.22, 1.74], [-6.70, 0.44, 3.50], [-7.63, 1.80, 4.09], [-5.67, 2.73, 5.22], [-5.87, 1.06, 5.68], [-3.50, 1.57, 5.14], [-4.17, 0.30, 4.14], [-3.42, 4.27, 2.61], [-2.64, 3.71, 4.08], [-4.34, 4.07, 4.11], [-2.45, 0.60, 2.37], [-1.68, 1.85, 3.33], [-2.15, 2.20, 1.67], [-7.13, 2.33, 0.39], [-8.34, 2.13, 1.66], [-7.33, 0.77, 1.20], [10.44, -5.61, -8.94], [10.13, -4.30, -8.17], [11.43, -3.49, -7.93], [12.32, -4.06, -6.84], [11.52, -4.23, -5.54], [10.25, -5.07, -5.74], [9.41, -4.61, -6.90], [8.77, -3.49, -6.51], [10.66, -6.55, -5.91], [9.45, -5.07, -4.41], [9.27, -3.49, -9.18], [11.44, -5.59, -9.40], [10.39, -6.52, -8.33], [9.72, -5.79, -9.74], [11.17, -2.46, -7.66], [12.00, -3.42, -8.86], [12.75, -5.01, -7.16], [13.16, -3.39, -6.66], [12.17, -4.68, -4.79], [11.26, -3.23, -5.16], [9.80, -7.17, -6.19], [11.05, -6.96, -4.97], [11.46, -6.70, -6.64], [9.19, -4.07, -4.07], [10.03, -5.53, -3.60], [8.52, -5.65, -4.51], [8.31, -3.98, -9.36], [9.79, -3.41, -10.13], [9.07, -2.47, -8.84], [-9.61, 6.11, 8.21], [-9.31, 4.59, 8.04], [-9.64, 3.82, 9.34], [-8.63, 4.01, 10.45], [-7.23, 3.68, 9.95], [-6.84, 4.47, 8.69], [-7.89, 4.40, 7.61], [-7.80, 3.18, 7.04], [-6.56, 5.93, 9.09], [-5.46, 3.96, 8.19], [-10.33, 4.14, 6.97], [-10.24, 6.29, 9.09], [-8.73, 6.73, 8.31], [-10.13, 6.51, 7.34], [-9.71, 2.74, 9.12], [-10.64, 4.10, 9.70], [-8.67, 5.04, 10.83], [-8.88, 3.37, 11.30], [-6.51, 3.87, 10.75], [-7.17, 2.60, 9.75], [-6.42, 6.57, 8.21], [-5.65, 6.01, 9.68], [-7.34, 6.37, 9.72], [-5.45, 2.89, 7.98], [-4.69, 4.14, 8.94], [-5.16, 4.49, 7.28], [-10.13, 4.62, 6.01], [-11.35, 4.42, 7.27], [-10.34, 3.06, 6.82]],
  "mulliken_charge": [-1.31, 0.11, -0.49, -0.41, 0.49, -0.26, 0.07, -0.57, -0.48, 0.54, 0.41, -0.68, -0.10, -0.60, 0.32, 0.35, 0.33, 0.32, 0.32, 0.28, 0.36, 0.28, 0.38, -0.01, 0.10, 0.19, -1.68, 1.98, -1.36, -0.58, -1.03, 2.23, 0.08, -0.38, -2.07, -1.63, -1.90, 0.30, 0.37, 0.45, 0.22, 0.44, 0.26, 0.42, 0.37, 0.28, 0.42, 0.32, 0.40, 0.15, 0.13, 0.61, 0.47, 0.38, 0.37, -1.51, 1.95, -1.88, 0.48, -1.59, 2.25, 0.36, -0.57, -2.12, -2.06, -1.96, 0.22, 0.36, 0.43, 0.34, 0.50, -0.20, 0.45, 0.40, 0.34, 0.39, 0.47, 0.40, 0.28, 0.48, 0.53, 0.48, 0.42, 0.37, -1.61, 1.84, -1.42, -0.45, -1.21, 1.83, 0.27, -0.48, -2.03, -1.85, -1.90, 0.30, 0.35, 0.44, 0.36, 0.42, 0.27, 0.39, 0.38, 0.36, 0.41, 0.45, 0.41, 0.36, 0.41, 0.45, 0.49, 0.41, 0.35, -1.60, 1.79, -1.42, -0.46, -1.24, 1.92, 0.35, -0.50, -2.11, -1.85, -1.93, 0.29, 0.37, 0.44, 0.37, 0.43, 0.27, 0.40, 0.38, 0.34, 0.42, 0.46, 0.43, 0.31, 0.51, 0.42, 0.47, 0.41, 0.35],
  "s_squared": 6.02,
  "multiplicity": 5,
  "e_tot_ha": -2906.36775,
  "max_force_ev_per_a": 4.21,
  "homo_lumo_gap_ev": [7.3, 7.3],
  "charge": 0
}



Entry 3:
{
  "formula": "C2H6O",
  "method": "the ωB97M-V functional and the def2-TZVPD basis",
  "species": ["C", "O", "C", "H", "H", "H", "H", "H", "H"],
  "coordinates": [[-1.13, 0.29, 0.18], [0.04, 0.87, 0.07], [1.07, 0.29, -0.48], [-0.11, -1.15, 1.00], [-1.87, 0.89, 0.71], [-1.43, -0.42, -0.58], [0.90, -0.43, -1.28], [0.66, -1.16, 0.77], [1.98, 0.88, -0.44]],
  "nbo_charge": [-0.16, -0.35, -0.16, -0.02, 0.19, 0.17, 0.17, -0.02, 0.19],
  "de_lowest_kj_mol": 420.2,
  "e_tot_ha": -154.86575,
  "max_force_ev_per_a": 0.17,
  "homo_lumo_gap_ev": 8.5,
  "charge": 0
}



Entry 4:
{
  "formula": "C3O4",
  "method": "the ωB97M-V functional and the def2-TZVPD basis",
  "species": ["C", "C", "C", "O", "O", "O", "O"],
  "coordinates": [[4.03, 0.49, -0.61], [3.00, -1.07, 0.53], [-4.61, 0.26, -0.04], [-5.47, 0.93, 0.36], [4.06, 1.47, -0.03], [2.23, -1.76, 0.11], [-3.78, -0.44, -0.46]],
  "nbo_charge": [0.48, 0.49, 1.02, -0.51, -0.50, -0.47, -0.51],
  "de_lowest_kj_mol": 47.2,
  "e_tot_ha": -415.28159,
  "max_force_ev_per_a": 2.54,
  "homo_lumo_gap_ev": 12.0,
  "charge": 0
}



Entry 5:
{
  "formula": "C4H6N2O",
  "method": "the ωB97M-V functional and the def2-TZVPD basis",
  "species": ["C", "C", "C", "C", "H", "H", "H", "H", "H", "H", "N", "N", "O"],
  "coordinates": [[-0.26, 2.04, 0.00], [0.24, 0.01, -0.74], [0.21, -0.31, 0.61], [-0.11, -2.12, -0.66], [-0.53, 3.07, -0.25], [0.85, 2.51, 0.62], [-1.23, 1.51, 0.62], [0.64, 0.37, 1.35], [0.53, -2.23, 1.49], [-0.84, -3.22, -0.97], [0.18, -1.74, 0.70], [-0.06, -1.05, -1.55], [0.38, 1.16, -1.20]],
  "nbo_charge": [-0.34, 0.40, -0.26, 0.18, 0.20, 0.20, 0.26, 0.22, 0.42, 0.22, -0.57, -0.49, -0.46],
  "de_lowest_kj_mol": 566.5,
  "e_tot_ha": -340.57915,
  "max_force_ev_per_a": 7.97,
  "homo_lumo_gap_ev": 8.5,
  "charge": 0
}



Entry 6:
{
  "formula": "C14H10FeN2O6",
  "method": "the ωB97M-V functional and the def2-TZVPD basis",
  "species": ["O", "C", "Fe", "C", "O", "C", "O", "C", "C", "C", "C", "C", "C", "C", "H", "H", "H", "H", "H", "H", "H", "C", "C", "O", "N", "C", "O", "N", "C", "O", "H", "H", "H"],
  "coordinates": [[3.66, 4.06, -0.20], [2.76, 3.39, -0.50], [1.78, 1.94, -0.56], [3.16, 0.84, -0.72], [4.05, 0.11, -0.55], [1.79, 1.73, 1.19], [2.12, 1.59, 2.30], [-0.91, -0.36, -0.59], [-1.58, 0.93, -0.23], [-1.11, 2.19, -0.07], [-0.04, 2.93, -0.72], [0.44, 2.53, -2.03], [0.66, 1.18, -2.24], [0.43, 0.11, -1.30], [-1.47, -0.95, -1.33], [-2.59, 0.78, 0.15], [-1.66, 2.83, 0.64], [0.09, 3.98, -0.37], [0.76, 3.29, -2.75], [1.20, 0.94, -3.16], [1.05, -0.80, -1.47], [-0.77, -1.32, 0.67], [-2.05, -1.59, 1.45], [-2.69, -0.68, 1.94], [-2.43, -2.90, 1.74], [-1.77, -4.09, 1.45], [-2.19, -5.21, 1.69], [-0.53, -3.84, 0.83], [0.05, -2.61, 0.45], [1.19, -2.58, 0.08], [-0.13, -0.72, 1.37], [-3.30, -3.03, 2.22], [0.02, -4.65, 0.63]],
  "nbo_charge": [-0.46, 0.50, 0.29, 0.54, -0.44, 0.53, -0.47, -0.25, -0.16, -0.21, -0.40, -0.31, -0.32, -0.33, 0.21, 0.22, 0.23, 0.23, 0.24, 0.23, 0.22, -0.41, 0.69, -0.56, -0.66, 0.81, -0.57, -0.66, 0.70, -0.56, 0.28, 0.43, 0.43],
  "s_squared": 6.12,
  "multiplicity": 5,
  "de_lowest_kj_mol": 54.0,
  "e_tot_ha": -2363.98199,
  "max_force_ev_per_a": 6.94,
  "homo_lumo_gap_ev": [6.1, 6.3],
  "charge": 0
}